A:
This record from OMol25 describes C19H21NO3 in the gas phase. The level of theory is ωB97M-V/def2-TZVPD.

```
44
C19H21NO3 (ωB97M-V/def2-TZVPD)
C 1.48249 0.88170 4.27011
C 2.48815 0.04474 3.49385
O 2.70242 0.57599 2.18314
C 1.83176 0.24001 1.23437
O 0.89964 -0.50949 1.41282
C 2.18618 0.90223 -0.07347
C 2.79996 -0.12577 -1.06280
C 1.82161 -1.18150 -1.48859
C 1.67208 -2.35447 -0.76000
C 0.72255 -3.29311 -1.12446
C -0.08449 -3.07366 -2.22723
C 0.07328 -1.91831 -2.97481
C 1.02100 -0.98032 -2.60800
C 0.98206 1.59494 -0.73494
O 1.09803 2.68039 -1.26547
N -0.14838 0.88012 -0.70378
C -1.38705 1.32292 -1.31163
C -2.54833 0.95445 -0.43131
C -2.86542 -0.38722 -0.24996
C -3.91020 -0.75382 0.57827
C -4.65083 0.21716 1.23211
C -4.33969 1.55424 1.05700
C -3.29009 1.92108 0.23163
H 0.50954 0.83815 3.78632
H 1.80980 1.91761 4.31249
H 1.39062 0.49557 5.28114
H 3.47018 0.06384 3.97038
H 2.13411 -0.98745 3.40388
H 2.93959 1.66996 0.12468
H 3.66685 -0.58468 -0.58139
H 3.14437 0.43362 -1.93482
H 2.30069 -2.53522 0.09977
H 0.61181 -4.19745 -0.54457
H -0.82914 -3.80394 -2.50849
H -0.54440 -1.74846 -3.84494
H 1.14121 -0.07815 -3.19075
H -0.17163 0.01757 -0.17447
H -1.49735 0.84110 -2.29289
H -1.31527 2.40320 -1.45987
H -2.28939 -1.14490 -0.76334
H -4.14910 -1.79848 0.71304
H -5.46849 -0.06865 1.87728
H -4.91376 2.31435 1.56638
H -3.04589 2.96509 0.09918
```

Structure (SMILES): CCOC(=O)[C@@H](Cc1ccccc1)C(=O)NCc1ccccc1
Orbital gap, eV: 9.76

***

B:
This record from OMol25 describes C19H21NO3 in the gas phase. The level of theory is ωB97M-V/def2-TZVPD.

```
44
C19H21NO3 (ωB97M-V/def2-TZVPD)
C 2.20651 0.70540 -4.83773
O 2.24265 -0.41404 -3.98279
C 1.00075 -0.72855 -3.37693
C 0.01409 -1.41219 -4.10403
C -1.35333 -1.47708 -3.68973
C -2.34529 -2.27316 -4.32763
C -2.03153 -3.42052 -5.32621
O -3.43693 -1.71406 -4.23905
C -1.60237 -1.04671 -2.36315
C -0.62529 -0.40404 -1.62954
C 0.63028 -0.13976 -2.13021
O 1.53024 0.67204 -1.51590
C 1.51669 0.63336 -0.09673
N 0.17279 0.99931 0.38847
C -0.03725 1.48279 1.84992
C 0.58277 0.50584 2.82613
C 0.32193 0.84541 4.33129
C 0.91998 -0.00194 5.30258
C 0.77986 0.27503 6.69930
C 0.06803 1.36357 7.17514
C -0.44712 2.28168 6.24488
C -0.35531 2.02163 4.87468
C -1.00265 0.25024 -0.27578
H 1.30419 1.16008 -4.48743
H 2.21857 0.44434 -5.84479
H 3.08311 1.34905 -4.70318
H 0.11882 -1.88676 -5.10437
H -1.63725 -2.95117 -6.24539
H -2.90307 -3.82014 -5.68137
H -1.41197 -4.21486 -4.93867
H -2.62082 -1.25633 -1.83274
H 1.83607 -0.35584 0.29289
H 2.29152 1.32289 0.28722
H 0.60851 2.50304 1.96959
H -1.08176 1.81350 2.12713
H 1.60695 0.46636 2.59346
H 0.05180 -0.44277 2.69141
H 1.40002 -0.85599 4.78515
H 1.28154 -0.39922 7.38904
H 0.20246 1.73678 8.19204
H -1.08943 3.09381 6.52932
H -0.87660 2.77995 4.21606
H -1.38476 -0.47160 0.38584
H -1.74741 0.98061 -0.41821
```

Structure (SMILES): COc1cc(C(C)=O)cc2c1OCN(CCc1ccccc1)C2
Orbital gap, eV: 8.92

***

Least stable = B

***

A:
This record from OMol25 describes CHNO2S in the gas phase. The level of theory is ωB97M-V/def2-TZVPD.

```
6
CHNO2S (ωB97M-V/def2-TZVPD)
O -3.90947 1.44991 -0.32691
C -2.88794 1.05628 -0.69241
N -1.78749 0.94485 -1.13975
O -0.87369 -0.04266 -1.40832
S 0.68446 0.27621 -0.96416
H 0.65080 -0.25397 0.27975
```

Structure (SMILES): O=C=NOS
Orbital gap, eV: 10.20

***

B:
This record from OMol25 describes 2 unconnected molecules or ions with the total composition CHNO2S. The level of theory is ωB97M-V/def2-TZVPD.

```
6
CHNO2S (ωB97M-V/def2-TZVPD)
C -3.24966 -0.14231 0.05762
N -2.70529 -1.13831 0.43591
O -3.79368 0.83056 -0.28994
O -0.90904 -0.75753 -0.84752
S 0.37989 -1.06415 -0.23419
H 0.88969 0.21402 0.05987
```

Orbital gap (spin up / spin down), eV: 5.90 / 5.90

***

Least stable = B

***

A:
This record from OMol25 describes C7H12O5S in the gas phase. The level of theory is ωB97M-V/def2-TZVPD.

```
25
C7H12O5S (ωB97M-V/def2-TZVPD)
C -3.39555 -0.78900 -1.71031
C -2.70236 -1.50941 -0.55989
S -1.14619 -2.30251 -1.05738
C -0.05075 -0.98655 -0.48028
O 1.26191 -1.28295 -0.95313
C 2.02752 -0.21370 -1.32045
O 1.86980 0.39742 -2.32390
O 3.05711 0.00434 -0.47771
C 2.70025 0.22838 0.88843
C 1.87243 1.50697 1.04013
C 0.97303 1.43551 2.25783
O 1.20687 0.76092 3.21148
O -0.13302 2.21369 2.22803
H -2.72777 -0.03858 -2.14017
H -4.30255 -0.28818 -1.36451
H -3.64797 -1.48783 -2.50813
H -2.47898 -0.80411 0.24538
H -3.34117 -2.27597 -0.12053
H -0.04603 -0.94386 0.61247
H -0.39691 -0.03239 -0.89099
H 2.18237 -0.63397 1.31058
H 3.63914 0.32076 1.42681
H 2.52834 2.37191 1.17229
H 1.27652 1.70269 0.14289
H -0.22602 2.64643 1.37106
```

Structure (SMILES): CCSCOC(=O)OCCC(=O)O
Orbital gap, eV: 9.25

***

B:
This record from OMol25 describes C7H12O5S in the gas phase. The level of theory is ωB97M-V/def2-TZVPD.

```
25
C7H12O5S (ωB97M-V/def2-TZVPD)
C -1.00065 0.60273 3.01614
C 0.03797 0.86273 2.19983
C -0.13956 1.34598 0.78381
C 0.52279 0.38728 -0.22032
O 0.53322 -0.95252 0.09052
C -0.73701 -1.58964 0.29206
C -1.50133 -1.88518 -0.99882
C 1.99731 0.76518 -0.44066
O 2.28510 0.21805 -1.74046
S 1.02332 0.41057 -2.68509
O 0.77991 -0.82812 -3.32764
O 1.09977 1.60408 -3.44621
O -0.03634 0.70251 -1.51309
H -1.84168 1.29207 3.05781
H -1.06720 -0.30132 3.61314
H 1.05576 0.78248 2.57939
H -1.19640 1.45790 0.54466
H 0.33460 2.31993 0.63174
H -1.35228 -1.02332 0.98929
H -0.49673 -2.52870 0.78748
H -0.80792 -1.88812 -1.83734
H -2.02326 -2.83728 -0.94141
H -2.21749 -1.09141 -1.21276
H 2.10013 1.84601 -0.52956
H 2.64795 0.32811 0.30748
```

Structure (SMILES): C=CC[C@]1(OCC)COS(=O)(=O)O1
Orbital gap, eV: 9.76

***

Least stable = B

***

A:
This record from OMol25 describes C25H32N4O3 in the gas phase. The level of theory is ωB97M-V/def2-TZVPD.

```
64
C25H32N4O3 (ωB97M-V/def2-TZVPD)
C -0.38078 -0.83805 3.08183
C 0.72006 -0.93664 2.07496
C 0.98121 -2.13952 1.42968
C 1.94850 -2.20555 0.44791
C 2.65119 -1.07011 0.07576
C 2.42788 0.14487 0.72552
C 1.45656 0.18488 1.72491
N 3.08909 1.32952 0.33882
C 2.33152 2.56879 0.41519
C 0.94326 2.45631 -0.21158
O -0.04431 2.89488 0.34010
N 0.93263 1.87876 -1.42684
C -0.27645 1.69373 -2.19764
C -0.64802 0.21698 -2.35107
C -0.91420 -0.49449 -1.00686
N -2.25341 -0.46816 -0.47051
C -3.24328 -1.19618 -1.23402
C -4.46308 -1.47497 -0.35117
C -5.51553 -2.27411 -1.11257
C -5.02954 -0.14886 0.15552
C -3.94347 0.65662 0.86816
C -4.46595 2.01042 1.33568
C -2.75349 0.83338 -0.07801
C 4.41190 1.44749 0.01395
O 4.90293 2.53547 -0.23206
C 5.26186 0.23021 -0.04903
C 6.60963 0.35723 0.27499
C 7.46537 -0.71185 0.07604
C 6.94271 -1.86868 -0.47957
N 5.66821 -2.00358 -0.80102
C 4.84952 -0.99225 -0.59290
O 3.55591 -1.19458 -0.97444
H -0.25813 0.03452 3.71743
H -0.42312 -1.73045 3.70172
H -1.33011 -0.74608 2.55364
H 0.41732 -3.02180 1.68923
H 2.16096 -3.12525 -0.07369
H 1.25067 1.11397 2.23082
H 2.22419 2.91250 1.44861
H 2.90983 3.32525 -0.12689
H 1.78665 1.49769 -1.80442
H -1.05916 2.24288 -1.67391
H -0.13244 2.13880 -3.18876
H -1.52710 0.14178 -2.99181
H 0.17454 -0.29583 -2.85515
H -0.64146 -1.54878 -1.11291
H -0.25729 -0.06180 -0.24986
H -2.80262 -2.14080 -1.56326
H -3.57528 -0.64159 -2.13149
H -4.12310 -2.05903 0.51026
H -6.37405 -2.47583 -0.47621
H -5.10659 -3.22367 -1.45069
H -5.85830 -1.71896 -1.98358
H -5.86537 -0.33476 0.83363
H -5.40867 0.42852 -0.69196
H -3.60286 0.08485 1.73789
H -4.82414 2.59211 0.48878
H -5.28823 1.88250 2.03617
H -3.67504 2.57328 1.82524
H -1.95579 1.38169 0.42632
H -3.08805 1.42616 -0.94838
H 6.96164 1.30092 0.66475
H 8.51101 -0.64209 0.32837
H 7.56167 -2.73268 -0.67962
```

Structure (SMILES): Cc1ccc2c(c1)N(CC(=O)NCCCN1C[C@H](C)C[C@H](C)C1)C(=O)c1cccnc1O2
Orbital gap, eV: 8.48

***

B:
This record from OMol25 describes C25H32N4O3 in the gas phase. The level of theory is ωB97M-V/def2-TZVPD.

```
64
C25H32N4O3 (ωB97M-V/def2-TZVPD)
O 2.82943 3.39883 0.29533
C 1.78906 2.83060 0.57595
N 1.51984 2.41130 1.82150
C 0.25319 1.83470 2.20654
C -0.82427 2.47857 1.34597
N -0.55212 2.12994 -0.02535
C -1.63373 2.47060 -0.92607
C -2.82779 1.58822 -0.67561
C -2.64190 0.23530 -0.41258
C -3.72897 -0.58526 -0.18553
C -5.02790 -0.08084 -0.22662
C -6.18627 -0.95387 0.01474
C -6.15736 -1.90937 1.02797
C -7.25026 -2.72353 1.25976
C -8.38838 -2.60123 0.48038
C -8.42690 -1.65773 -0.53253
C -7.33680 -0.83929 -0.76223
C -5.20608 1.27317 -0.49661
C -4.11778 2.09771 -0.71208
C 0.76012 2.51083 -0.50325
C 1.34873 1.35564 -1.35644
C 1.63445 0.14736 -0.48225
O 0.73659 -0.62151 -0.17973
N 2.89115 -0.03444 -0.01355
C 4.09863 0.69163 -0.32850
C 5.03535 -0.19761 -1.14896
N 5.36232 -1.38494 -0.37859
C 6.38576 -2.21420 -0.99807
C 7.13996 -2.98620 0.08974
O 7.62132 -2.11153 1.07519
C 4.14637 -2.12169 -0.07329
C 3.19420 -1.23957 0.73286
H 2.22440 2.58787 2.52214
H 0.07799 2.02387 3.26686
H 0.25083 0.75422 2.02413
H -1.80653 2.08184 1.60914
H -0.82768 3.57317 1.51427
H -1.29008 2.30607 -1.95201
H -1.92205 3.53453 -0.83760
H -1.63748 -0.15947 -0.37656
H -3.57302 -1.63705 0.00474
H -5.27789 -1.99852 1.64916
H -7.21579 -3.45590 2.05357
H -9.24152 -3.23851 0.66127
H -9.31045 -1.56082 -1.14706
H -7.36675 -0.11598 -1.56438
H -6.20357 1.68815 -0.51220
H -4.27412 3.14950 -0.90971
H 0.71228 3.40759 -1.14663
H 0.58779 1.04735 -2.07492
H 2.22488 1.70856 -1.89429
H 3.89330 1.62132 -0.85144
H 4.59386 0.94738 0.61491
H 5.95589 0.35019 -1.36071
H 4.54908 -0.45385 -2.10740
H 7.09589 -1.55410 -1.50133
H 5.97171 -2.91224 -1.74214
H 8.00533 -3.49590 -0.33980
H 6.48436 -3.74516 0.54291
H 6.91961 -1.46123 1.22334
H 4.40048 -3.00556 0.51337
H 3.63715 -2.45149 -0.99646
H 2.25864 -1.76635 0.92467
H 3.66353 -0.96102 1.68208
```

Structure (SMILES): O=C1NCCN(Cc2ccc(-c3ccccc3)cc2)[C@@H]1CC(=O)N1CCN(CCO)CC1
Orbital gap, eV: 9.08

***

Least stable = B